H2N2P2 | ωB97M-V/def2-TZVPD

Structure (ORCA input):
```
! wB97M-V def2-TZVPD RIJCOSX def2/J DEFGRID3
* xyz 0 1
N -0.6685 1.7110 1.3630
N -0.1012 -0.4276 0.7460
P -0.9669 0.2887 2.0323
P 0.4244 1.1777 0.1753
H 0.3967 -1.3514 0.7428
H -0.4260 1.2807 -0.8493
*
```

Calculated values
Gap between HOMO and LUMO (eV): 9.479
ΔE to the lowest compared entry with this formula, charge and spin (kJ/mol): 0.0
Electronic energy (hartree): -793.39797
Structure (SMILES): N1=P2=[P@H]1N2